(1)
116
Properties=species:S:1:pos:R:3 method="wB97M-V/def2-TZVPD" e_above_lowest_ev=5.530 orbital_gap_ev="2.094 / 2.123" total_charge=+1
Zr 3.511 4.596 0.674
C 6.004 6.476 1.772
C 6.251 5.046 2.285
O 4.946 4.340 2.341
C 4.591 3.549 3.539
C 3.189 3.616 3.932
O 2.416 3.946 2.649
C 1.025 4.058 2.749
C 0.581 3.643 1.373
O 1.378 4.451 0.368
C 0.742 5.196 -0.640
C 1.570 6.416 -0.986
O 2.960 6.269 -0.725
C 3.635 7.530 -0.690
C 5.100 7.371 -0.235
O 5.103 6.269 0.654
H 6.892 6.941 1.254
H 5.470 7.135 2.464
H 6.744 5.004 3.244
H 6.791 4.458 1.497
H 5.354 3.836 4.298
H 4.922 2.550 3.305
H 2.959 4.472 4.646
H 2.834 2.651 4.328
H 0.808 5.109 3.043
H 0.636 3.484 3.576
H -0.455 3.846 1.202
H 0.846 2.610 1.144
H -0.311 5.468 -0.246
H 0.522 4.584 -1.486
H 1.213 7.261 -0.325
H 1.351 6.726 -2.034
H 3.149 8.182 0.061
H 3.634 8.061 -1.656
H 5.415 8.251 0.360
H 5.783 7.249 -1.065
N 2.057 2.348 -9.351
C 2.334 2.501 -8.227
C 2.670 2.829 -6.840
C 2.517 1.797 -5.869
C 2.941 2.003 -4.602
C 3.258 3.308 -4.178
C 3.281 4.342 -5.084
C 3.132 4.087 -6.481
N 3.541 3.398 -2.755
C 2.973 2.530 -1.796
C 3.489 2.847 -0.566
N 4.579 3.811 -0.884
C 4.489 4.159 -2.144
H 2.120 0.838 -6.177
H 2.765 1.253 -3.844
H 3.634 5.367 -4.684
H 3.414 4.803 -7.223
H 2.191 1.793 -2.050
H 3.817 2.108 0.161
H 5.244 4.751 -2.627
C 1.981 -4.010 -0.223
O 0.592 -3.770 0.327
C -0.290 -3.030 -0.365
C 0.239 -2.240 -1.512
H 2.392 -3.090 -0.760
H 1.842 -4.958 -0.766
H 2.618 -4.225 0.606
H -0.588 -1.979 -2.133
H 0.950 -2.863 -2.093
H 0.770 -1.339 -1.201
N -1.566 -3.010 -0.064
P -2.724 -3.846 0.631
N -4.121 -3.028 0.292
C -4.253 -2.331 -1.029
C -5.696 -1.767 -1.229
C -6.846 -2.566 -0.517
C -6.555 -2.886 0.950
C -5.043 -2.506 1.312
N -3.048 -5.317 -0.124
C -2.109 -6.431 -0.153
C -2.221 -7.219 -1.445
C -3.669 -7.682 -1.714
C -4.658 -6.508 -1.608
C -4.418 -5.848 -0.280
N -2.437 -4.153 2.203
C -3.387 -5.147 2.853
C -2.933 -5.477 4.294
C -2.717 -4.244 5.183
C -2.800 -2.956 4.369
C -1.914 -3.070 3.145
H -4.035 -2.971 -1.858
H -3.535 -1.520 -1.161
H -5.900 -1.777 -2.283
H -5.660 -0.713 -0.859
H -7.121 -3.484 -1.061
H -7.710 -1.892 -0.517
H -6.667 -3.915 1.261
H -7.157 -2.343 1.628
H -4.839 -2.962 2.272
H -4.843 -1.417 1.375
H -2.350 -7.014 0.766
H -1.156 -6.000 -0.042
H -1.574 -8.075 -1.386
H -1.901 -6.663 -2.347
H -3.825 -8.530 -1.061
H -3.685 -8.244 -2.662
H -5.701 -6.878 -1.508
H -4.693 -5.826 -2.422
H -4.503 -6.601 0.532
H -5.164 -5.065 -0.036
H -3.490 -6.012 2.157
H -4.409 -4.738 3.013
H -1.911 -6.024 4.104
H -3.508 -6.294 4.757
H -1.715 -4.212 5.643
H -3.395 -4.244 6.078
H -2.512 -2.205 5.080
H -3.848 -2.818 4.082
H -0.945 -3.440 3.473
H -1.642 -2.151 2.583

***

(2)
110
Properties=species:S:1:pos:R:3 method="wB97M-V/def2-TZVPD" smiles=c1ccccc1.c1ccccc1.c1ccccc1.c1ccccc1.BrCCBr.CCO.CCO.CCO.CCO.CCO.CCO e_above_lowest_ev=2.541 orbital_gap_ev=9.348
Br -18.005 -16.563 -17.484
C -16.171 -17.247 -17.150
C -15.965 -18.346 -18.096
Br -14.107 -18.814 -18.186
H -16.168 -17.677 -16.148
H -15.402 -16.481 -17.251
H -16.147 -18.188 -19.159
H -16.465 -19.282 -17.847
C -20.123 -5.461 -13.946
C -20.742 -4.320 -14.391
C -20.634 -3.107 -13.656
C -19.946 -3.117 -12.415
C -19.374 -4.298 -11.953
C -19.544 -5.448 -12.673
H -20.051 -6.383 -14.505
H -21.182 -4.418 -15.373
H -21.031 -2.216 -14.118
H -19.835 -2.203 -11.851
H -18.845 -4.281 -11.011
H -19.025 -6.328 -12.324
C -30.446 -7.606 -24.125
C -29.202 -7.465 -23.467
C -28.779 -8.520 -22.743
C -29.476 -9.715 -22.637
C -30.584 -9.932 -23.408
C -31.070 -8.825 -24.068
H -30.892 -6.830 -24.730
H -28.594 -6.572 -23.474
H -27.855 -8.364 -22.206
H -29.055 -10.498 -22.024
H -31.189 -10.826 -23.408
H -31.964 -8.977 -24.655
C -28.750 -12.999 -14.866
C -29.660 -13.529 -15.775
C -29.689 -14.888 -16.108
C -28.813 -15.693 -15.403
C -27.868 -15.183 -14.513
C -27.861 -13.847 -14.265
H -28.712 -11.944 -14.639
H -30.337 -12.792 -16.180
H -30.448 -15.244 -16.789
H -28.796 -16.771 -15.473
H -27.106 -15.736 -13.985
H -27.102 -13.395 -13.643
C -13.766 -11.135 -16.193
C -12.956 -11.628 -15.212
C -13.500 -11.901 -13.927
C -14.850 -11.672 -13.697
C -15.691 -11.257 -14.742
C -15.129 -10.943 -15.958
H -13.278 -10.889 -17.124
H -11.894 -11.737 -15.378
H -12.762 -12.150 -13.178
H -15.303 -11.860 -12.735
H -16.750 -11.087 -14.616
H -15.742 -10.556 -16.757
C -25.724 -7.366 -13.291
C -26.081 -6.513 -12.063
O -26.786 -7.352 -11.185
H -25.186 -8.291 -13.081
H -25.111 -6.862 -14.038
H -26.633 -7.624 -13.834
H -26.622 -5.598 -12.301
H -25.191 -6.059 -11.628
H -27.624 -7.628 -11.565
C -25.060 -2.965 -19.088
C -24.904 -4.187 -19.924
O -23.546 -4.454 -20.088
H -24.987 -2.061 -19.694
H -24.317 -2.905 -18.292
H -26.047 -3.077 -18.639
H -25.194 -3.960 -20.950
H -25.471 -5.008 -19.485
H -23.422 -5.390 -19.919
C -21.727 -14.084 -12.164
C -21.093 -15.250 -11.460
O -22.209 -16.025 -11.055
H -22.533 -13.702 -11.538
H -22.307 -14.405 -13.029
H -20.951 -13.377 -12.457
H -20.584 -14.873 -10.572
H -20.557 -15.956 -12.094
H -22.742 -15.575 -10.394
C -23.772 -11.400 -18.291
C -22.367 -10.879 -18.064
O -22.200 -9.524 -18.636
H -24.553 -10.689 -18.025
H -24.061 -12.211 -17.621
H -23.947 -11.680 -19.329
H -21.683 -11.564 -18.565
H -22.097 -10.856 -17.008
H -21.292 -9.240 -18.763
C -15.426 -5.980 -19.688
C -16.532 -6.125 -20.768
O -17.083 -7.443 -20.739
H -15.135 -4.931 -19.740
H -14.581 -6.663 -19.770
H -15.927 -6.031 -18.722
H -16.173 -5.912 -21.774
H -17.408 -5.503 -20.585
H -16.678 -7.936 -21.456
C -24.657 -16.990 -21.332
C -25.586 -16.295 -22.365
O -24.789 -16.228 -23.501
H -24.624 -18.070 -21.475
H -24.931 -16.763 -20.302
H -23.643 -16.595 -21.403
H -25.852 -15.267 -22.117
H -26.498 -16.871 -22.520
H -25.096 -15.575 -24.136

***

(3)
126
Properties=species:S:1:pos:R:3 method="wB97M-V/def2-TZVPD" smiles=ClC(Cl)(Cl)Cl.ClC(Cl)(Cl)Cl.ClC(Cl)(Cl)Cl.ClC(Cl)(Cl)Cl.c1cc[nH]c1.c1cc[nH]c1.c1cc[nH]c1.c1cc[nH]c1.CCN(CC)CC.CCN(CC)CC.CCN(CC)CC e_above_lowest_ev=0.000 orbital_gap_ev=8.116
C -19.540 -1.810 9.358
C -18.521 -0.768 9.782
N -19.169 0.296 10.549
C -18.342 1.514 10.669
C -18.361 2.274 9.344
C -19.407 -0.225 11.925
C -20.420 0.639 12.700
H -20.294 -1.289 8.760
H -20.124 -2.263 10.161
H -19.122 -2.623 8.771
H -17.709 -1.228 10.370
H -18.000 -0.430 8.885
H -18.593 2.175 11.492
H -17.318 1.157 10.865
H -19.348 2.406 8.901
H -17.843 3.232 9.425
H -17.813 1.701 8.590
H -18.425 -0.319 12.410
H -19.802 -1.239 11.880
H -21.265 0.820 12.039
H -19.930 1.552 13.027
H -20.798 0.127 13.584
C -13.940 8.146 3.802
C -14.657 6.800 3.770
N -15.504 6.547 4.928
C -16.030 5.177 4.935
C -16.839 4.859 3.701
C -14.875 6.853 6.214
C -13.584 6.138 6.593
H -13.454 8.287 2.836
H -13.142 8.135 4.548
H -14.640 8.962 3.968
H -15.309 6.863 2.896
H -13.923 5.988 3.659
H -15.190 4.476 5.064
H -16.684 5.080 5.805
H -17.273 3.855 3.797
H -17.742 5.469 3.676
H -16.298 4.825 2.760
H -15.619 6.622 6.982
H -14.795 7.939 6.301
H -12.817 6.143 5.816
H -13.791 5.094 6.832
H -13.145 6.610 7.473
C -22.745 0.708 2.146
C -21.395 0.014 2.067
N -21.437 -1.453 1.957
C -20.056 -1.927 1.986
C -19.907 -3.445 1.831
C -22.174 -2.041 3.084
C -21.559 -1.848 4.500
H -23.407 0.505 1.300
H -22.529 1.778 2.147
H -23.332 0.434 3.021
H -20.827 0.439 1.236
H -20.812 0.328 2.946
H -19.498 -1.411 1.207
H -19.566 -1.669 2.938
H -20.308 -3.952 2.706
H -20.361 -3.737 0.882
H -18.847 -3.695 1.753
H -22.435 -3.072 2.861
H -23.123 -1.516 3.206
H -21.279 -0.825 4.738
H -20.749 -2.564 4.664
H -22.287 -2.211 5.234
C -17.016 -2.800 6.014
Cl -17.211 -3.761 4.525
Cl -15.492 -1.933 6.001
Cl -18.394 -1.680 6.112
Cl -17.067 -3.951 7.363
C -23.484 6.566 2.816
Cl -23.701 7.589 1.417
Cl -23.271 4.898 2.247
Cl -22.089 7.167 3.717
Cl -24.911 6.637 3.869
C -18.705 5.154 -0.048
Cl -19.520 5.933 -1.410
Cl -19.499 5.610 1.445
Cl -18.881 3.406 -0.249
Cl -17.007 5.589 -0.002
C -14.756 1.876 7.455
Cl -15.160 0.553 8.557
Cl -13.184 1.644 6.643
Cl -16.050 1.949 6.268
Cl -14.599 3.452 8.285
N -21.261 1.827 6.036
C -21.588 2.778 5.111
C -20.413 3.240 4.545
C -19.369 2.442 5.062
C -19.922 1.599 6.011
H -21.909 1.498 6.745
H -22.587 3.173 5.032
H -20.348 4.065 3.855
H -18.317 2.483 4.835
H -19.530 0.890 6.723
N -26.894 3.755 4.221
C -25.865 3.125 4.849
C -25.367 2.187 3.964
C -26.087 2.303 2.772
C -27.077 3.249 2.969
H -27.436 4.519 4.579
H -25.589 3.308 5.872
H -24.549 1.509 4.145
H -25.869 1.781 1.853
H -27.819 3.647 2.299
N -17.141 0.615 1.022
C -16.257 -0.395 1.193
C -16.114 -0.567 2.558
C -16.922 0.391 3.202
C -17.543 1.150 2.217
H -17.429 0.947 0.120
H -15.778 -0.842 0.340
H -15.556 -1.318 3.092
H -17.005 0.516 4.269
H -18.197 2.003 2.241
N -21.751 0.832 9.318
C -22.493 0.152 8.406
C -23.622 0.948 8.163
C -23.466 2.136 8.886
C -22.309 2.026 9.650
H -20.840 0.524 9.664
H -22.234 -0.830 8.053
H -24.523 0.638 7.659
H -24.156 2.959 8.984
H -21.770 2.683 10.309

***

(4)
139
Properties=species:S:1:pos:R:3 method="wB97M-V/def2-TZVPD" orbital_gap_ev=0.833 total_charge=+2
In -0.109 2.375 6.502
C 1.433 2.653 -1.416
F 1.342 2.274 -2.726
F 2.556 2.105 -0.909
F 1.602 3.988 -1.397
S -0.137 2.012 -0.572
O -0.590 3.220 0.182
O -1.052 1.540 -1.597
N 0.268 0.791 0.629
S 0.626 -0.468 -0.309
O 0.794 -0.235 -1.771
O 1.738 -1.202 0.218
C -0.836 -1.761 -0.065
F -0.333 -2.796 -0.744
F -1.037 -2.112 1.161
F -1.973 -1.369 -0.692
C -5.114 -4.773 7.079
C -3.855 -4.208 7.594
O -3.592 -3.048 7.347
N -3.028 -4.830 8.424
C -3.058 -6.214 8.920
H -5.986 -4.120 7.069
H -5.454 -5.578 7.731
H -4.995 -5.145 6.061
H -2.243 -4.215 8.582
H -2.214 -6.459 9.565
H -3.111 -6.879 8.058
H -3.977 -6.402 9.476
C 3.117 -6.222 5.799
C 3.694 -5.002 6.561
O 2.990 -3.900 6.542
N 4.743 -5.078 7.296
C 5.650 -6.253 7.476
H 3.588 -6.361 4.826
H 2.033 -6.213 5.694
H 3.400 -7.081 6.408
H 4.958 -4.290 7.890
H 6.452 -6.163 8.209
H 6.009 -6.625 6.516
H 5.047 -7.066 7.879
C 6.092 -1.274 -11.924
C 6.143 -0.751 -10.429
O 6.184 -1.623 -9.540
N 6.053 0.539 -10.102
C 6.336 1.056 -8.763
H 5.179 -1.823 -12.154
H 6.999 -1.857 -12.090
H 6.245 -0.463 -12.636
H 6.191 1.195 -10.857
H 5.865 0.450 -7.988
H 5.938 2.068 -8.688
H 7.373 1.007 -8.429
C 6.328 7.261 3.481
C 5.874 5.847 3.645
O 4.726 5.520 3.934
N 6.799 4.918 3.357
C 6.791 3.461 3.397
H 6.083 7.743 2.535
H 7.408 7.154 3.587
H 6.004 7.863 4.330
H 7.628 5.315 2.939
H 7.477 2.940 4.065
H 6.849 2.987 2.417
H 5.774 3.148 3.632
C -7.485 0.749 2.577
C -7.390 1.750 3.785
O -6.312 2.328 3.970
N -8.563 1.922 4.413
C -8.748 3.015 5.351
H -7.582 -0.295 2.877
H -6.681 0.869 1.850
H -8.322 0.964 1.913
H -9.399 1.403 4.187
H -9.373 2.638 6.160
H -9.222 3.843 4.824
H -7.754 3.336 5.664
C -1.368 10.490 4.038
C -2.475 9.468 4.202
O -2.260 8.434 4.752
N -3.740 9.792 3.790
C -5.046 9.220 3.968
H -0.488 10.225 4.625
H -1.688 11.531 4.079
H -0.858 10.356 3.084
H -3.760 10.645 3.251
H -5.571 9.453 3.042
H -5.558 9.770 4.758
H -4.837 8.153 4.039
C -4.266 -9.327 -7.016
C -2.719 -9.361 -6.703
O -2.153 -10.441 -6.782
N -2.039 -8.235 -6.418
C -0.603 -8.310 -6.106
H -4.560 -8.277 -7.001
H -4.740 -9.887 -6.210
H -4.549 -9.839 -7.936
H -2.483 -7.357 -6.646
H -0.071 -8.065 -7.026
H -0.252 -9.323 -5.907
H -0.192 -7.561 -5.430
C 5.920 -7.696 -1.253
Cl 6.793 -7.179 -2.711
Cl 6.850 -7.406 0.285
H 5.036 -7.063 -1.331
H 5.666 -8.750 -1.361
C -6.355 5.660 -1.974
Cl -5.795 7.326 -2.033
Cl -8.071 5.654 -1.468
H -6.355 5.236 -2.978
H -5.844 5.051 -1.228
C -0.077 0.666 -7.866
Cl -0.469 1.821 -9.180
Cl -0.670 -0.974 -8.193
H 0.987 0.622 -7.632
H -0.604 0.984 -6.967
F 7.720 8.895 -6.668
C 7.522 10.105 -6.237
C 7.781 11.131 -7.092
C 7.314 12.365 -6.819
C 6.793 12.705 -5.566
C 6.658 11.707 -4.663
C 6.924 10.367 -5.020
H 8.179 10.997 -8.087
H 7.340 13.135 -7.576
H 6.596 13.738 -5.319
H 6.206 11.978 -3.720
H 6.748 9.580 -4.302
F -5.771 -10.516 3.427
C -6.250 -9.733 2.536
C -7.414 -9.080 2.827
C -7.961 -8.186 1.905
C -7.324 -7.924 0.720
C -6.188 -8.687 0.392
C -5.657 -9.650 1.318
H -7.861 -9.161 3.807
H -8.881 -7.643 2.063
H -7.710 -7.160 0.061
H -5.613 -8.364 -0.462
H -4.749 -10.205 1.133